# 1
{
  "formula": "C26H37N4O",
  "method": "the ωB97M-V functional and the def2-TZVPD basis",
  "elements": ["C", "N", "C", "C", "C", "C", "C", "C", "C", "C", "C", "C", "C", "C", "N", "C", "C", "C", "C", "C", "C", "H", "H", "H", "H", "H", "H", "H", "H", "H", "H", "H", "H", "H", "H", "H", "H", "H", "H", "H", "H", "H", "H", "H", "C", "N", "C", "C", "C", "C", "C", "C", "N", "O", "H", "H", "H", "H", "H", "H", "H", "H", "H", "H", "H", "H", "H", "H"],
  "positions_angstrom": [[7.33858, -1.42990, 3.08212], [6.31486, -1.24106, 2.06572], [6.47587, -2.06380, 0.87663], [5.09162, -0.66932, 2.34348], [4.99512, 0.51777, 3.13130], [3.77590, 1.15531, 3.26925], [2.55848, 0.54883, 2.85082], [1.29391, 1.20127, 3.00568], [0.05364, 0.57446, 2.83875], [-1.17017, 1.24430, 2.80223], [-2.42168, 0.61542, 2.52253], [-3.61558, 1.38144, 2.38710], [-4.84523, 0.78573, 2.18120], [-4.95733, -0.62256, 2.03327], [-6.22168, -1.21732, 1.91082], [-6.69005, -1.80127, 0.66201], [-6.88462, -1.79571, 3.07186], [-3.76140, -1.38891, 2.04569], [-2.54473, -0.78721, 2.31481], [2.66008, -0.74262, 2.25512], [3.88778, -1.26973, 1.88923], [7.32022, -0.62420, 3.82792], [7.22581, -2.39249, 3.61578], [8.31976, -1.44465, 2.60072], [6.06893, -1.54688, -0.00430], [7.54924, -2.22690, 0.72519], [5.96475, -3.03241, 0.98564], [5.91139, 0.94368, 3.55193], [3.72538, 2.13172, 3.75345], [1.28862, 2.27812, 3.12442], [0.05978, -0.51394, 2.73808], [-1.17693, 2.32933, 2.93184], [-3.55590, 2.46056, 2.47928], [-5.76319, 1.38274, 2.13131], [-6.37468, -1.21837, -0.21220], [-6.32537, -2.83694, 0.53142], [-7.79151, -1.81135, 0.70172], [-6.66650, -1.19441, 3.96712], [-7.97028, -1.78664, 2.89447], [-6.55843, -2.83633, 3.24863], [-3.81773, -2.46727, 1.87182], [-1.65882, -1.41994, 2.38376], [1.75590, -1.32358, 2.06757], [3.94458, -2.19384, 1.30619], [2.05627, 6.70240, 2.98413], [1.53217, 6.04742, 4.15761], [0.66569, 6.87100, 4.98130], [1.81854, 4.74174, 4.32738], [1.43754, 4.12552, 5.67007], [2.14046, 4.73990, 6.90182], [2.57946, 3.55022, 7.77212], [2.21306, 2.27531, 6.97575], [1.80771, 2.75681, 5.68399], [2.40376, 4.11094, 3.44226], [2.65786, 5.99302, 2.42207], [1.21871, 7.05651, 2.37387], [2.66374, 7.56761, 3.27828], [-0.04912, 6.27408, 5.56065], [1.24298, 7.50083, 5.67339], [0.09982, 7.53348, 4.31560], [0.33871, 4.24974, 5.77442], [2.99923, 5.33640, 6.58557], [1.42498, 5.36700, 7.44300], [3.66000, 3.57813, 7.92855], [2.08179, 3.57031, 8.73986], [3.07999, 1.61513, 6.87314], [1.41976, 1.70983, 7.48556], [1.38800, 2.10604, 5.03358]],
  "mulliken_charge": [-0.88, 0.10, -1.05, 1.07, -0.87, -0.28, 0.53, -0.65, 0.15, -0.16, 0.69, -0.79, -0.29, -0.13, 0.19, -0.91, -0.93, -0.41, -0.72, -1.02, -0.62, 0.29, 0.31, 0.30, 0.35, 0.32, 0.36, 0.30, 0.40, 0.65, 0.31, 0.43, 0.35, 0.44, 0.29, 0.32, 0.32, 0.29, 0.32, 0.32, 0.39, 0.31, 0.30, 0.28, -1.13, 0.12, -1.01, 0.42, 0.31, -0.61, -0.57, -0.73, 0.09, -0.78, 0.30, 0.35, 0.36, 0.36, 0.30, 0.37, 0.24, 0.37, 0.28, 0.25, 0.32, 0.33, 0.35, -0.26],
  "orbital_gap_ev": 5.627,
  "e_lumo_ev": -4.78,
  "total_charge": 1
}

# 2
{
  "formula": "C54H43CrN16O2S3",
  "method": "the ωB97M-V functional and the def2-TZVPD basis",
  "elements": ["Cr", "N", "S", "N", "S", "N", "S", "N", "C", "C", "C", "C", "C", "C", "C", "C", "C", "C", "C", "C", "C", "C", "C", "C", "C", "C", "C", "C", "C", "C", "C", "C", "C", "C", "C", "C", "C", "C", "C", "C", "C", "C", "C", "C", "H", "H", "H", "H", "H", "H", "H", "H", "H", "H", "H", "H", "H", "H", "H", "H", "H", "H", "H", "H", "H", "H", "H", "H", "H", "H", "H", "H", "H", "H", "C", "O", "C", "C", "C", "C", "C", "C", "N", "N", "C", "C", "C", "C", "O", "C", "N", "C", "C", "C", "C", "H", "H", "H", "H", "H", "H", "H", "H", "H", "H", "H", "H", "N", "C", "N", "N", "N", "N", "C", "N", "N", "N", "N", "H"],
  "positions_angstrom": [[0.63086, 1.73069, -1.10858], [-0.87294, 0.42667, -0.78670], [-1.84853, -0.26784, 0.04747], [-1.50327, -0.91356, 1.53795], [-0.45085, -0.72941, 2.64698], [0.17899, 0.63461, 3.05690], [0.37898, 1.86661, 1.97877], [1.04288, 1.46885, 0.72930], [-1.17877, 2.72918, 1.95720], [-1.84958, 2.82148, 3.12735], [-3.06058, 3.55251, 3.34543], [-3.65712, 4.41016, 2.49026], [-3.19076, 4.69139, 1.10444], [-1.63135, 3.45651, 0.74241], [1.53267, 2.93020, 2.85215], [2.46621, 2.42168, 3.73612], [3.53387, 3.21196, 4.12930], [3.67312, 4.49413, 3.62220], [2.73473, 4.99435, 2.73052], [1.65849, 4.21473, 2.34766], [0.81521, -1.95807, 2.38332], [0.38370, -3.25075, 2.11968], [1.32018, -4.24196, 1.90853], [2.67342, -3.93197, 1.95452], [3.09120, -2.62975, 2.19337], [2.16002, -1.62961, 2.41135], [-1.30231, -1.21649, 4.13857], [-0.80229, -0.77237, 5.35653], [-1.47762, -1.09004, 6.51752], [-2.64627, -1.84033, 6.46196], [-3.13295, -2.28766, 5.24088], [-2.45994, -1.98131, 4.07532], [-3.41929, 0.54211, 0.43835], [-4.15725, 1.08672, -0.59510], [-5.36366, 1.69721, -0.30280], [-5.81167, 1.75677, 1.00556], [-5.07067, 1.19370, 2.02887], [-3.86663, 0.57977, 1.74278], [-2.46120, -1.76303, -0.78215], [-3.24179, -2.69149, -0.11884], [-3.74733, -3.77597, -0.81716], [-3.49119, -3.90648, -2.17298], [-2.72114, -2.96160, -2.83274], [-2.19502, -1.88868, -2.13361], [-1.46006, 2.25365, 3.96278], [-3.53222, 3.38620, 4.30507], [-4.61906, 4.82358, 2.75685], [-3.79439, 5.44252, 0.58871], [-1.35050, 3.03614, -1.23413], [2.35172, 1.41516, 4.10605], [4.27216, 2.81274, 4.80941], [4.51776, 5.10224, 3.91232], [2.85205, 5.98100, 2.31073], [0.91510, 4.58857, 1.66168], [-0.67524, -3.44623, 2.06946], [0.99837, -5.25172, 1.70299], [3.40336, -4.71087, 1.79592], [4.14445, -2.39595, 2.19951], [2.44699, -0.60247, 2.57608], [0.08984, -0.16668, 5.35655], [-1.09860, -0.75293, 7.46959], [-3.18166, -2.07084, 7.36877], [-4.03906, -2.87263, 5.20194], [-2.81960, -2.29480, 3.10870], [-3.78116, 1.04029, -1.60623], [-5.94324, 2.14582, -1.09342], [-6.74150, 2.25302, 1.23239], [-5.41501, 1.23783, 3.05064], [-3.26445, 0.14338, 2.52351], [-3.44951, -2.56058, 0.93118], [-4.35032, -4.51124, -0.30465], [-3.90199, -4.74280, -2.71860], [-2.53749, -3.05746, -3.89101], [-1.57924, -1.14018, -2.60925], [1.29650, -6.66691, -2.98198], [0.85133, -5.69386, -3.89309], [1.77051, -4.79373, -4.36297], [1.25314, -3.71474, -5.08017], [2.08115, -2.72491, -5.55183], [3.46582, -2.79903, -5.34747], [3.97951, -3.90311, -4.66974], [3.14489, -4.88296, -4.16927], [4.33602, -1.90111, -5.94218], [4.16522, -0.67375, -5.96322], [3.29884, 0.01607, -5.16168], [2.59154, 1.07213, -5.74404], [1.58036, 1.73759, -5.08077], [1.28755, 1.43071, -3.74233], [0.33963, 1.95468, -3.03524], [2.14789, 0.50287, -3.07819], [1.93773, 0.42404, -1.74416], [2.70361, -0.39760, -1.04414], [3.72294, -1.14451, -1.62400], [3.96545, -1.05859, -2.97838], [3.13887, -0.23450, -3.76138], [0.40307, -7.18548, -2.63498], [1.79792, -6.19744, -2.12853], [1.97632, -7.38705, -3.45007], [0.18775, -3.67251, -5.24456], [1.66846, -1.89897, -6.11159], [5.04513, -3.96845, -4.51013], [3.58046, -5.71994, -3.64527], [2.79892, 1.30046, -6.77917], [1.01636, 2.51218, -5.57755], [2.51330, -0.42723, 0.02127], [4.32949, -1.77757, -0.99467], [4.79546, -1.58844, -3.41498], [0.39333, 5.12140, -1.65682], [-0.49249, 4.77382, -0.68079], [-1.09661, 5.60438, 0.09016], [-1.71884, 4.91796, 1.09453], [-3.03160, 3.40614, 0.44087], [-0.76797, 3.37599, -0.45444], [1.60976, 4.46902, -1.79945], [2.67115, 5.04520, -2.34096], [3.61386, 4.11438, -2.29867], [3.17475, 3.04048, -1.76436], [1.89533, 3.21144, -1.40859], [0.45812, 6.11307, -1.84738]],
  "lowdin_spin": [0.99, 0.00, 0.00, 0.00, 0.00, 0.00, 0.01, 0.01, 0.00, 0.00, 0.00, 0.00, 0.00, 0.00, 0.00, 0.00, 0.00, 0.00, 0.00, 0.00, 0.00, 0.00, 0.00, 0.00, 0.00, 0.00, 0.00, 0.00, 0.00, 0.00, 0.00, 0.00, 0.00, 0.00, 0.00, 0.00, 0.00, 0.00, 0.00, 0.00, 0.00, 0.00, 0.00, 0.00, 0.00, 0.00, 0.00, 0.00, 0.00, 0.00, 0.00, 0.00, 0.00, 0.00, 0.00, 0.00, 0.00, 0.00, 0.00, 0.00, 0.00, 0.00, 0.00, 0.00, 0.00, 0.00, 0.00, 0.00, 0.00, 0.00, 0.00, 0.00, 0.00, 0.00, 0.00, 0.00, 0.00, 0.00, 0.00, 0.00, 0.00, 0.00, 0.00, 0.00, 0.00, 0.00, 0.00, 0.01, 0.01, 0.00, 0.00, 0.00, 0.00, 0.00, 0.00, 0.00, 0.00, 0.00, 0.00, 0.00, 0.00, 0.00, 0.00, 0.00, 0.00, 0.00, 0.00, 0.00, 0.00, 0.00, 0.00, 0.00, 0.00, 0.00, 0.00, 0.00, 0.00, -0.01, 0.00],
  "orbital_gap_ev": [5.501, 5.508],
  "e_lumo_ev": [-0.83, -0.82],
  "multiplicity": 2,
  "total_charge": 0
}

We obtain E_tot values of -1306.89874, -5348.69644 Ha for the records listed above, in that order.